{"formula": "C76H152BHgN8O16", "method": "the ωB97M-V functional and the def2-TZVPD basis", "symbols": ["Hg", "O", "C", "O", "B", "O", "C", "O", "O", "C", "O", "C", "O", "O", "C", "C", "C", "C", "C", "C", "N", "O", "C", "C", "C", "H", "H", "H", "H", "H", "H", "H", "H", "H", "H", "H", "H", "H", "H", "H", "H", "H", "H", "H", "C", "C", "C", "C", "C", "C", "N", "O", "C", "C", "C", "H", "H", "H", "H", "H", "H", "H", "H", "H", "H", "H", "H", "H", "H", "H", "H", "H", "H", "H", "C", "C", "C", "C", "C", "C", "N", "O", "C", "C", "C", "H", "H", "H", "H", "H", "H", "H", "H", "H", "H", "H", "H", "H", "H", "H", "H", "H", "H", "H", "C", "C", "C", "C", "C", "C", "N", "O", "C", "C", "C", "H", "H", "H", "H", "H", "H", "H", "H", "H", "H", "H", "H", "H", "H", "H", "H", "H", "H", "H", "C", "C", "C", "C", "C", "C", "N", "O", "C", "C", "C", "H", "H", "H", "H", "H", "H", "H", "H", "H", "H", "H", "H", "H", "H", "H", "H", "H", "H", "H", "C", "C", "C", "C", "C", "C", "N", "O", "C", "C", "C", "H", "H", "H", "H", "H", "H", "H", "H", "H", "H", "H", "H", "H", "H", "H", "H", "H", "H", "H", "C", "C", "C", "C", "C", "C", "N", "O", "C", "C", "C", "H", "H", "H", "H", "H", "H", "H", "H", "H", "H", "H", "H", "H", "H", "H", "H", "H", "H", "H", "C", "C", "C", "C", "C", "C", "N", "O", "C", "C", "C", "H", "H", "H", "H", "H", "H", "H", "H", "H", "H", "H", "H", "H", "H", "H", "H", "H", "H", "H"], "xyz": [[-1.030531, -4.495865, -2.093278], [-0.731319, -1.890754, 1.663138], [-0.075202, -0.949914, 2.065744], [-0.226902, -0.221686, 3.097487], [0.774718, 0.848448, 3.062248], [1.346981, 0.879772, 1.701119], [0.856868, -0.202211, 1.070838], [0.898433, -0.564784, -0.128338], [1.766828, 0.647685, 4.157960], [2.010596, 1.753128, 4.836816], [2.851073, 1.962359, 5.795570], [0.913439, 2.719084, 4.242713], [0.180104, 2.157027, 3.299232], [0.741253, 3.813122, 4.747556], [8.390706, 7.113273, -0.342147], [7.729846, 6.664705, 0.958901], [6.191551, 7.062753, 0.947745], [5.284989, 6.057939, 0.115265], [5.624966, 4.632345, 0.599377], [7.121857, 4.205833, 0.538229], [7.951205, 5.208999, 1.232915], [9.335001, 4.782427, 1.241553], [7.140539, 2.901547, 1.387673], [7.506296, 4.093880, -0.927631], [8.312021, 7.457228, 2.153551], [9.473945, 7.002184, -0.293638], [8.127210, 8.170948, -0.345612], [8.038209, 6.664525, -1.270820], [5.844550, 7.088638, 1.980714], [6.013760, 8.095603, 0.648253], [5.397653, 6.144877, -0.965402], [4.283195, 6.380207, 0.399244], [5.098331, 3.924871, -0.041118], [5.163607, 4.610410, 1.586685], [6.477868, 2.975262, 2.249962], [6.888888, 2.005257, 0.820732], [8.157246, 2.789276, 1.764243], [8.570362, 4.280469, -1.072630], [7.314119, 3.090523, -1.307707], [6.972321, 4.817068, -1.544042], [8.253853, 8.520266, 1.919750], [9.346032, 7.185034, 2.365292], [7.780718, 7.254676, 3.083489], [9.460586, 4.419416, 2.121353], [-5.987107, -0.736528, 2.994233], [-6.955498, -1.364058, 4.003222], [-7.816026, -2.377943, 3.154496], [-8.665223, -3.236255, 4.039227], [-7.822600, -4.075400, 4.915558], [-6.858277, -3.228465, 5.784586], [-6.217089, -2.138659, 4.964362], [-5.273670, -1.427521, 5.689799], [-7.614230, -2.754173, 7.092427], [-5.756770, -4.261647, 6.189829], [-7.731582, -0.252535, 4.750897], [-5.354079, -0.104747, 3.617315], [-6.466160, -0.175416, 2.191881], [-5.383321, -1.494220, 2.494788], [-8.461259, -1.826433, 2.470675], [-7.077614, -3.018472, 2.672254], [-9.117402, -3.946480, 3.346968], [-9.406532, -2.622194, 4.550589], [-7.284114, -4.837757, 4.352573], [-8.558328, -4.618433, 5.508793], [-7.646793, -3.539909, 7.847178], [-7.100888, -1.965792, 7.642913], [-8.627343, -2.398267, 6.905248], [-6.160688, -4.919700, 6.959181], [-5.371363, -4.916351, 5.408206], [-4.908101, -3.764009, 6.659107], [-7.854582, 0.616810, 4.104990], [-7.193987, 0.093890, 5.633549], [-8.667658, -0.709753, 5.071583], [-4.506588, -1.841670, 5.287723], [4.135341, -1.345993, -10.851666], [4.100512, -1.972664, -9.442261], [5.582255, -2.164351, -8.966730], [6.387585, -0.839980, -8.754492], [5.653438, 0.177182, -7.865357], [4.065435, 0.252018, -8.029868], [3.527021, -1.065655, -8.413367], [2.172384, -0.946688, -8.514564], [3.542524, 0.741968, -6.719721], [3.705344, 1.380407, -9.117326], [3.439397, -3.333107, -9.323977], [4.338204, -2.160885, -11.546565], [4.879581, -0.592022, -11.108073], [3.166431, -0.956203, -11.163715], [5.550143, -2.652871, -7.992864], [6.014120, -2.967157, -9.564302], [6.475999, -0.409437, -9.751940], [7.378826, -1.065696, -8.361297], [6.086061, 1.173883, -7.952119], [6.034055, -0.123369, -6.889196], [3.817730, 0.171664, -5.832525], [3.955957, 1.704835, -6.419617], [2.461090, 0.809340, -6.838361], [4.141149, 2.329804, -8.806174], [4.035277, 1.181987, -10.137072], [2.623930, 1.487257, -9.202410], [3.303252, -3.674972, -8.297972], [4.036043, -4.102670, -9.813759], [2.416771, -3.257971, -9.693711], [2.021124, -0.328313, -9.233124], [1.114676, -8.712825, -1.218361], [2.565598, -8.508101, -1.428438], [3.046575, -9.453327, -2.653811], [4.436730, -9.139238, -3.214527], [4.604155, -7.648527, -3.495965], [4.194855, -6.764297, -2.345444], [2.880134, -7.141608, -1.728929], [2.335133, -6.266813, -0.655619], [5.329126, -6.693928, -1.326859], [4.119297, -5.307708, -2.827745], [3.415997, -8.925145, -0.173808], [0.544218, -8.302267, -2.051500], [0.798114, -8.181863, -0.320605], [0.825994, -9.734913, -0.973210], [2.939673, -10.504740, -2.386944], [2.317768, -9.349387, -3.457634], [4.586407, -9.852814, -4.024778], [5.095573, -9.486334, -2.418562], [3.943287, -7.264667, -4.273141], [5.632108, -7.404513, -3.764050], [5.696899, -7.600282, -0.845865], [6.257580, -6.535566, -1.875484], [5.219694, -5.982549, -0.508283], [3.810384, -4.640211, -2.023306], [5.062364, -4.931818, -3.224533], [3.403044, -5.174872, -3.638567], [2.860230, -9.554637, 0.521149], [3.804666, -8.114831, 0.442980], [4.295109, -9.497108, -0.470632], [2.996015, -6.244736, 0.040331], [-5.208732, 5.381106, 7.186625], [-5.016376, 6.934020, 7.377852], [-4.615224, 7.578405, 6.020905], [-5.772056, 7.895727, 5.050228], [-6.902076, 8.646771, 5.763038], [-7.390386, 7.980694, 7.108358], [-6.186692, 7.691008, 7.977720], [-6.532314, 7.327262, 9.216939], [-8.244248, 9.076771, 7.837178], [-8.395183, 6.760999, 6.850418], [-3.835607, 7.100232, 8.265654], [-4.324857, 4.833054, 6.860300], [-5.915247, 5.298723, 6.360706], [-5.448062, 4.819601, 8.089700], [-4.314325, 8.595741, 6.271100], [-3.747004, 7.098195, 5.569601], [-6.047404, 6.918169, 4.654417], [-5.430095, 8.511298, 4.218218], [-7.769021, 8.634327, 5.102468], [-6.643413, 9.699570, 5.876196], [-8.857424, 8.578015, 8.587752], [-7.632781, 9.856832, 8.290735], [-9.022994, 9.364885, 7.131039], [-8.500508, 6.189186, 7.772397], [-9.359967, 6.895070, 6.361233], [-7.907166, 6.018215, 6.219377], [-2.851496, 6.995300, 7.808912], [-3.945424, 6.524973, 9.184964], [-3.878544, 8.137435, 8.597999], [-6.413215, 8.185268, 9.630766], [1.231590, -6.358062, 5.227290], [2.280520, -5.735126, 6.266500], [2.678835, -6.860580, 7.201248], [3.973717, -6.651888, 8.024296], [5.131945, -6.311224, 7.031194], [4.775632, -5.088733, 6.175448], [3.515285, -5.373361, 5.479988], [3.304764, -4.323335, 4.584668], [4.827335, -3.672989, 6.857817], [5.906782, -5.084905, 5.121049], [1.476546, -4.598225, 7.045525], [0.389811, -6.662749, 5.849119], [1.671919, -7.085466, 4.545316], [0.913463, -5.535080, 4.587302], [1.836012, -6.930002, 7.888942], [2.837701, -7.842059, 6.754523], [4.201510, -7.586083, 8.537627], [3.822299, -5.928069, 8.825083], [5.377677, -7.171201, 6.408177], [6.047551, -6.111016, 7.587681], [4.198906, -3.787574, 7.741018], [5.858832, -3.493009, 7.160664], [4.458770, -2.850978, 6.244176], [6.866103, -5.159091, 5.633208], [5.806831, -5.953386, 4.470006], [5.821310, -4.124019, 4.613616], [2.179634, -3.843133, 7.397101], [0.881804, -4.854634, 7.922252], [0.814499, -4.023996, 6.397409], [3.207417, -3.547071, 5.141018], [-2.156709, -6.146681, -6.628859], [-3.035864, -4.966150, -6.940488], [-4.475790, -5.536272, -6.772966], [-5.598382, -4.431215, -6.890651], [-5.316203, -3.448798, -5.765816], [-3.890770, -2.839450, -5.763939], [-2.846015, -3.910121, -5.897504], [-1.523402, -3.481402, -5.732104], [-3.717054, -1.731374, -6.855478], [-3.837514, -2.116601, -4.378024], [-2.914860, -4.514681, -8.359759], [-2.387433, -6.990187, -7.279531], [-2.293647, -6.479474, -5.599980], [-1.080041, -5.994166, -6.703887], [-4.714254, -6.212518, -7.593896], [-4.560989, -6.029110, -5.804487], [-6.511800, -5.001821, -6.722759], [-5.765201, -3.991849, -7.874133], [-5.574774, -4.021226, -4.875003], [-6.094717, -2.704398, -5.932819], [-3.971540, -2.008985, -7.878354], [-4.455151, -0.991754, -6.545188], [-2.798198, -1.148825, -6.788851], [-2.840746, -1.735252, -4.156392], [-4.573041, -1.314422, -4.318016], [-4.041669, -2.793734, -3.548622], [-2.605872, -3.470021, -8.323639], [-3.751102, -4.770228, -9.010523], [-2.057805, -5.027821, -8.795928], [-1.300995, -2.990445, -6.526526], [-0.874123, 5.368228, -2.373847], [-2.098798, 6.239004, -2.047191], [-1.707393, 7.534606, -1.362633], [-1.024469, 8.538971, -2.228332], [-1.904615, 8.807776, -3.393363], [-2.337336, 7.591685, -4.226924], [-2.865098, 6.579737, -3.256066], [-3.458149, 5.468994, -3.966037], [-3.496657, 8.088560, -5.082400], [-1.180024, 7.179869, -5.137227], [-2.990484, 5.441703, -1.115564], [-1.156373, 4.513467, -2.988514], [-0.541430, 4.972329, -1.414325], [0.027657, 5.765583, -2.839676], [-2.567833, 8.074545, -0.967401], [-1.050864, 7.344946, -0.513457], [-0.092218, 8.202425, -2.681927], [-0.927888, 9.488067, -1.701090], [-1.419966, 9.637930, -3.907223], [-2.761504, 9.348770, -2.991905], [-3.816779, 7.306295, -5.770655], [-4.405447, 8.419273, -4.579586], [-3.207543, 8.819948, -5.837101], [-0.260187, 7.354522, -4.579107], [-1.089431, 6.121406, -5.381294], [-1.090830, 7.629666, -6.126079], [-2.480709, 5.236455, -0.174220], [-3.354887, 4.474713, -1.462314], [-3.837011, 6.035561, -0.770849], [-4.386514, 5.489659, -3.722494]], "atomic_forces_ev_per_a": [[0.0, 0.0, 0.0], [0.6, 0.4, 1.3], [-1.1, -1.4, -3.6], [0.1, 0.5, 1.9], [0.1, 0.7, 0.5], [-0.2, -1.8, -0.9], [0.0, -1.0, -3.2], [0.7, 1.9, 3.9], [1.0, -0.7, 0.0], [2.1, 0.8, 2.8], [-4.2, -1.2, -4.9], [0.3, 2.7, 2.6], [0.7, -0.1, 0.6], [-0.1, -1.1, -1.1], [0.1, 0.6, 0.2], [-0.2, 0.0, 0.7], [0.1, -1.8, -0.7], [1.4, 0.9, 1.1], [-0.7, 1.2, -0.5], [-1.5, 0.4, 1.2], [-0.6, -0.3, 0.3], [-1.2, 1.2, -0.6], [1.1, 0.3, -0.3], [0.7, -0.5, -0.5], [0.4, -0.4, -0.2], [0.0, 0.0, 0.0], [0.4, 0.2, -0.5], [-0.2, -0.1, 0.3], [-0.1, -0.5, 0.1], [0.6, 0.0, -0.5], [0.1, 0.3, 0.0], [-0.3, -0.6, -0.3], [-0.1, -0.2, 0.2], [0.5, -0.6, 0.3], [0.0, 0.1, -0.1], [-0.1, 0.2, -0.1], [0.0, -0.4, 0.0], [0.0, -0.1, 0.1], [-0.2, 0.0, 0.0], [-0.1, -0.1, 0.1], [0.1, 0.0, 0.1], [0.1, 0.1, -0.3], [-0.3, 0.0, -0.2], [0.0, 0.0, 0.3], [0.6, 0.1, 0.7], [-0.5, 0.0, -1.4], [0.5, 1.2, 1.5], [-0.3, -0.2, -1.7], [-0.2, 0.4, 1.0], [0.3, -1.3, 0.3], [-1.3, -2.0, 0.6], [-0.1, -0.2, -0.3], [0.7, 0.4, -0.2], [0.2, 0.7, 0.9], [-0.1, -0.4, -0.3], [0.3, 0.3, -0.6], [-0.3, 0.1, 0.4], [0.1, -0.1, 0.2], [0.4, 0.1, -0.3], [-0.2, 0.1, -0.5], [-0.9, 0.1, 0.2], [-0.2, -0.3, 0.1], [0.1, 0.2, -0.2], [0.5, -0.2, 0.7], [-0.2, -0.4, -0.4], [0.3, 0.3, -0.4], [0.0, -0.1, -0.2], [-0.1, 0.0, 0.0], [-0.2, 0.4, -0.4], [0.1, 0.1, 0.0], [-0.4, -0.1, 0.0], [0.1, -0.2, -0.1], [-0.2, 0.5, 0.0], [1.0, 0.4, 0.4], [-0.7, -1.0, -0.7], [2.4, 1.6, 1.4], [-0.4, 0.3, 1.2], [-1.1, -0.4, -1.8], [0.0, -1.0, -0.1], [2.9, 0.5, -1.5], [1.0, 0.0, 1.0], [-1.4, -0.4, -0.1], [-0.9, 0.2, 0.9], [0.2, -0.8, 0.4], [-0.9, 0.2, -0.1], [0.0, -0.1, -0.1], [0.1, 0.0, 0.7], [-0.2, 0.1, 0.1], [-0.4, 0.0, 0.3], [0.5, 0.6, -0.6], [0.5, 0.1, -0.1], [0.0, 0.1, -0.1], [-0.2, 0.1, -0.5], [-1.1, 0.0, 0.7], [-0.2, -0.8, -0.4], [-0.1, 0.4, -0.7], [-0.1, 0.2, 0.6], [-0.2, 0.0, 0.1], [0.3, -0.2, 0.2], [-0.1, 0.3, 0.3], [0.4, 0.4, 0.2], [-0.2, 0.1, -0.4], [0.1, -0.4, -0.5], [-0.4, 0.3, -0.5], [-1.3, 0.5, 1.0], [2.6, -2.0, -0.4], [-0.9, 1.4, 0.1], [-0.8, -0.6, 1.2], [-0.8, -0.6, -0.4], [0.3, 1.5, 2.0], [-0.7, 1.4, -0.2], [1.0, -1.0, -2.3], [1.6, -1.0, 0.8], [-0.8, 0.4, -0.4], [-0.1, -0.6, 0.3], [-0.1, -0.2, -0.1], [0.0, 0.3, -0.1], [0.3, -0.2, -0.6], [0.2, 0.1, 0.5], [-0.2, 0.4, -0.1], [0.3, 0.5, -0.4], [0.6, 0.3, -0.1], [0.1, -0.7, -0.7], [-0.1, 0.1, 0.0], [-1.0, -0.6, 0.1], [-0.1, 1.1, -0.2], [-0.1, 0.3, -0.3], [0.0, -0.1, 0.0], [0.2, -0.3, 0.2], [-0.2, -0.2, 0.0], [-0.2, -0.1, -0.2], [-0.2, 0.3, -0.2], [0.0, 0.0, -0.1], [0.5, 0.0, 0.4], [-0.5, 0.6, -0.5], [0.1, -1.3, -0.8], [-1.1, 1.9, 0.4], [0.4, -1.0, 0.6], [-0.3, -1.5, 0.2], [-0.6, 1.1, -0.2], [0.4, -0.2, -5.0], [-0.2, -0.4, 1.8], [-0.2, -1.8, -0.1], [2.1, -0.8, 0.1], [0.2, 1.4, 1.7], [0.5, 0.7, -0.2], [-0.4, -0.7, 0.4], [-0.8, 0.4, 0.1], [0.7, 0.1, 0.4], [-0.3, -0.3, 0.0], [-0.8, 0.1, -0.3], [0.2, -0.1, 0.0], [-0.2, 0.1, 0.0], [0.2, -0.1, 0.4], [0.3, 0.1, 0.5], [-0.2, 0.2, -0.4], [0.4, 0.8, -0.2], [-0.4, 0.4, 0.3], [0.0, 0.9, 0.3], [0.2, 0.1, -0.3], [-0.3, -0.5, -0.2], [0.3, -0.3, -0.1], [0.3, 0.3, 0.1], [-0.2, -0.2, 1.1], [1.0, 1.7, 0.7], [-0.9, -0.9, -1.4], [0.5, -0.1, 1.5], [0.1, -0.2, -0.9], [-1.1, 0.7, 1.9], [1.4, -0.4, -0.8], [-0.6, 0.3, 0.9], [-0.7, -0.3, -0.5], [-0.4, -1.8, 0.8], [-0.6, 0.5, 0.1], [1.4, 0.8, -0.7], [0.0, -0.5, -0.4], [-0.1, -0.4, 0.6], [-0.2, 0.0, 0.0], [0.0, -0.4, 0.1], [-0.4, 0.2, -0.7], [0.0, -0.1, 0.0], [0.2, 0.4, -0.2], [-0.4, 0.0, -0.2], [0.0, 0.2, 0.1], [0.2, 0.6, 0.2], [-0.1, 0.2, 0.0], [0.2, -0.1, 0.0], [0.0, 0.2, 0.0], [0.0, 0.3, -0.2], [0.4, -0.3, -0.5], [0.1, 0.0, 0.2], [0.2, -0.8, -0.2], [0.0, -0.3, -0.3], [-0.2, 0.6, 0.0], [1.1, -0.6, 0.6], [-1.7, -0.9, 1.4], [-0.9, 1.7, -0.8], [1.2, -1.7, 0.7], [-0.8, -0.5, -1.6], [0.2, 0.4, 0.5], [-1.3, -0.5, 0.4], [-0.8, -0.2, 0.0], [-1.1, 0.4, 0.8], [1.0, -0.6, 0.0], [1.8, 0.4, -0.8], [-0.2, 0.1, -0.1], [-0.3, 0.0, 0.1], [0.0, 0.4, -0.3], [0.6, -0.5, 0.2], [-0.1, -0.1, 0.0], [-0.3, 0.3, 0.3], [0.7, 0.1, -0.1], [0.5, 0.4, 0.4], [0.4, 0.7, 0.7], [0.2, -0.2, 0.2], [-0.2, 0.2, -0.3], [0.4, -0.5, -0.1], [0.0, 0.3, -0.2], [0.1, 0.0, -0.2], [-0.2, -0.3, -0.2], [-0.5, 0.1, -0.8], [-0.2, 0.6, 0.2], [0.1, 0.0, -0.2], [0.3, 0.4, -0.5], [0.4, -0.8, 0.4], [0.2, -0.7, -1.0], [0.5, 0.4, 0.9], [0.2, -0.3, -0.8], [-0.6, 1.4, 0.2], [-0.8, 1.1, 0.1], [-0.6, 0.7, -1.1], [1.4, 0.6, 0.6], [-0.7, -0.9, -1.5], [1.2, -1.2, 0.3], [-0.5, -0.1, 1.1], [-0.2, 0.0, 0.0], [0.1, -0.2, 0.0], [-0.4, 0.7, -0.1], [-0.4, -0.4, 0.1], [-0.1, -0.5, 0.2], [0.5, 0.0, 0.7], [0.6, -0.2, 0.1], [0.1, -0.5, -1.2], [-0.7, -0.4, -0.1], [-0.1, -0.5, 0.2], [0.3, 0.1, 0.4], [0.4, 0.5, 0.6], [0.2, 0.2, -0.3], [-0.6, -0.3, 0.3], [-0.4, 0.7, 0.3], [0.4, -0.1, -0.1], [0.2, 0.2, -0.4], [-0.3, 0.1, -0.4], [-0.2, 0.2, 0.2]], "fmax_ev_per_a": 6.57, "gap_ev": 0.96, "e_above_lowest_kj_mol": 893.10, "charge": 1}